27
Properties=species:S:1:pos:R:3:forces:R:3:mulliken_spin:R:1 method="wB97M-V/def2-TZVPD" spin_multiplicity=3 total_energy_ha=-1012.8563 orbital_gap_ev="6.50 / 7.11" molar_mass_g_mol=210.69 charge=+1 fmax_ha_per_bohr=0.1142
Cl -3.387245 0.138413 0.398652 0.089 0.572 -0.489 0.064
N -1.310665 0.168794 -1.321138 -0.352 0.467 0.650 -0.002
N 1.017330 1.154494 -1.408369 0.085 3.407 0.926 0.017
N -1.501520 2.495097 1.365033 0.649 1.990 5.484 0.342
C 0.411112 -0.427006 0.234947 1.924 -1.453 2.220 -0.071
C -0.633000 -0.841472 -0.517124 -2.985 -2.548 -2.869 0.150
C -1.038033 -2.212916 -0.627591 0.636 0.506 0.758 -0.051
C 0.812269 0.919568 0.092142 5.786 -0.327 -0.537 0.618
C -2.059889 1.084528 -0.501518 -0.870 -0.207 -0.298 0.240
C 1.149510 -1.434944 1.002491 -4.957 -0.705 -2.512 0.124
C -0.358900 -3.167948 0.130193 -1.312 1.375 -1.280 0.102
C 0.663547 -2.740453 0.945960 2.461 -0.887 0.305 -0.050
C -1.247033 1.770148 0.468460 -0.108 -0.592 -1.695 0.389
C 2.006614 1.530799 0.932696 -0.402 -2.875 -1.981 -0.026
H 2.886840 1.773891 0.291731 -0.539 -0.404 0.341 0.013
H 1.691168 2.428705 1.328634 -0.561 1.880 1.359 0.018
H -1.898757 -0.052887 -2.117615 0.252 -1.049 0.272 0.004
H 1.485019 0.390042 -1.841452 0.634 -0.958 -0.286 0.014
H -1.867559 -2.571101 -1.235622 0.132 0.615 -0.060 0.001
H 1.590390 2.033668 -1.580031 -1.095 -1.286 0.163 0.001
H -0.836276 2.725494 2.238823 -1.553 -0.161 -2.650 0.072
H 1.264451 -3.589023 1.339564 -0.363 1.033 0.427 0.001
H 0.039435 1.176252 -1.811079 0.390 -0.021 0.044 0.014
H -2.422251 1.895095 -1.138117 -0.746 -0.215 -0.132 0.005
H -0.658706 -4.199365 0.019432 0.192 -0.093 0.277 0.004
H 2.301350 0.763766 1.686302 -0.190 1.044 -0.366 0.002
H 1.900800 -1.211626 1.624598 2.801 0.894 1.929 0.008

26
Properties=species:S:1:pos:R:3:forces:R:3:lowdin_charge:R:1 method="wB97M-V/def2-TZVPD" total_energy_ha=-978.5843 orbital_gap_ev=8.79 molar_mass_g_mol=198.67 charge=+1 fmax_ha_per_bohr=0.0973
Cl 6.121072 0.287994 0.087364 1.187 -0.017 -0.273 0.768
O -1.124712 -1.219180 0.405674 -0.566 0.369 0.326 -0.037
N -1.011719 0.783415 -1.007450 -3.740 -0.049 -1.915 0.155
C 2.399297 -0.121319 1.270556 -0.562 1.019 1.835 -0.062
C 2.355058 -0.054671 -1.115647 -2.096 1.326 -2.801 -0.108
C 3.706814 0.103943 -1.179912 0.130 -0.789 4.675 -0.050
C 3.804728 -0.041401 1.263306 -2.791 -0.283 -2.696 -0.086
C -1.211556 1.259596 0.364113 -1.006 -2.088 2.090 -0.206
C -0.574371 -0.067097 0.240340 4.672 1.392 -1.125 -0.206
C -2.701181 1.317981 0.860162 3.360 0.635 -1.545 0.040
C 4.454769 0.071248 0.068581 -1.500 0.204 -1.972 -0.666
C 1.749374 -0.087570 0.098533 -3.915 -0.144 0.293 -0.022
C -0.605383 -2.314875 -0.312391 4.440 0.224 -1.775 -0.038
H -0.512735 -2.252391 -1.447034 -0.620 0.737 1.339 0.125
H -2.778219 1.138762 1.895362 -0.115 -0.272 1.085 0.090
H 1.733973 0.125207 -2.079481 1.157 -0.823 1.587 0.143
H -2.066669 0.683549 -1.411690 3.550 -0.115 0.508 0.242
H 4.144553 0.076440 -2.081698 1.882 0.339 -2.965 0.075
H 0.494103 -2.636866 -0.017903 -2.240 0.941 0.028 0.145
H -3.220033 0.645470 0.251076 -1.297 -1.103 -0.496 0.066
H 1.811667 0.052290 2.200700 0.767 -0.742 -0.560 0.137
H -0.323164 1.232730 -1.608843 -0.257 -0.084 0.106 0.150
H -0.590661 2.062438 0.627912 0.752 0.929 0.458 0.140
H -2.899477 2.313739 0.596399 -1.289 1.401 0.014 0.076
H -1.279395 -3.019082 -0.071605 -1.942 -2.989 0.591 0.052
H 4.277803 -0.180853 2.131197 2.040 -0.019 3.187 0.076

27
Properties=species:S:1:pos:R:3:forces:R:3:lowdin_charge:R:1 method="wB97M-V/def2-TZVPD" total_energy_ha=-1029.5232 orbital_gap_ev=8.28 molar_mass_g_mol=221.18 charge=+1 fmax_ha_per_bohr=0.1475
P -2.517075 0.441137 0.006358 -1.895 -0.593 -1.436 0.729
F -2.523669 1.748648 -0.765934 1.180 0.141 -0.636 -0.009
F -3.898795 -0.053974 -0.509277 0.979 -0.329 0.941 -0.027
F -2.803464 1.076231 1.360632 0.046 -1.035 0.432 -0.004
C -1.346255 -0.817793 -0.275719 5.640 4.688 1.931 -0.134
C 0.876899 0.958800 0.039651 -0.205 0.617 -0.286 -0.571
C -1.615628 -2.112440 -0.264438 -2.361 -3.198 0.260 -0.143
C 2.420267 1.169580 0.178440 0.526 1.016 0.828 -0.057
C -0.736189 -3.178336 -0.088250 1.909 -0.742 -0.081 -0.039
C 1.159542 -1.611561 0.248093 -0.100 1.018 0.351 -0.036
C 0.632864 -2.888241 0.096036 -2.531 -2.329 0.477 -0.022
C 0.421203 -0.458868 0.109842 -2.894 -1.730 -1.184 0.007
C 0.591272 1.445045 -1.430763 -3.258 3.077 2.507 -0.030
C 0.068647 1.768197 1.091318 1.344 -0.076 -0.141 -0.038
H 0.720629 2.119831 1.899454 -0.063 0.288 -0.375 0.107
H -0.619920 1.162834 1.614636 -0.703 -0.817 0.589 0.037
H 1.398681 1.170054 -1.983971 1.625 -1.232 -2.285 0.039
H 2.673056 2.354296 0.080702 -0.672 -2.977 0.044 0.148
H -0.474994 2.565698 0.633184 -0.106 0.832 -0.139 0.074
H 2.865409 0.584649 -0.685312 0.106 0.817 1.347 0.097
H 2.825712 0.855956 1.225991 -0.631 0.331 -2.000 0.116
H 2.180416 -1.659773 0.635883 -0.079 0.921 -0.503 0.133
H 0.679569 2.587479 -1.346100 -0.201 -1.457 -0.301 0.122
H -1.109002 -4.260158 -0.032366 0.568 1.950 -0.287 0.151
H -2.644003 -2.449355 -0.314788 -0.344 0.265 -0.133 0.125
H 1.249591 -3.775339 0.299814 0.059 0.653 -0.238 0.131
H -0.474771 1.257410 -1.823116 2.061 -0.099 0.317 0.095

32
Properties=species:S:1:pos:R:3:forces:R:3:mulliken_spin:R:1 method="wB97M-V/def2-TZVPD" spin_multiplicity=6 total_energy_ha=-2212.5455 orbital_gap_ev="6.30 / 5.99" molar_mass_g_mol=313.07 charge=+2 fmax_ha_per_bohr=0.2145
Fe -0.790654 -0.035372 -0.905692 3.724 -1.954 -0.477 2.517
O -0.909074 -0.460488 2.103269 -0.809 0.788 -3.638 0.204
O 1.325463 1.193887 0.781553 -2.810 -0.943 -1.368 0.141
O -2.373103 2.384558 -0.752485 2.558 -4.493 -0.672 0.102
O -1.578840 -2.030286 -2.979936 1.627 3.782 1.810 0.253
O 1.849920 -2.110064 0.045332 0.152 0.754 1.034 -0.043
O 0.691119 0.783439 -3.376670 -1.821 -1.628 2.432 0.198
N 1.644491 -2.783004 2.180212 0.760 0.949 -0.013 0.439
N 3.413888 -1.244170 1.484796 -0.189 -0.478 -0.202 0.492
C 0.380779 0.831822 0.204859 4.000 1.598 1.950 0.050
C 0.485291 -3.518085 1.707526 0.006 -0.374 -0.127 -0.024
C -1.039977 -0.268917 0.917876 -0.584 -3.068 4.357 0.242
C 2.284424 -2.024440 1.202688 -0.529 -0.655 -1.503 -0.059
C -1.195031 -1.049401 -2.421335 -2.583 -5.134 -2.988 0.133
C 4.144534 -1.167673 2.717977 0.393 0.718 0.778 0.000
C 0.085855 0.312482 -2.486105 2.572 1.708 -3.549 0.120
C 4.010455 -0.566473 0.348594 -0.050 0.280 -1.261 -0.013
C -1.801019 1.377848 -0.893375 -6.222 9.108 0.135 -0.032
C 1.947209 -2.810116 3.579860 -0.277 -0.687 1.930 -0.010
H 5.040291 -0.551973 2.555031 -0.358 -0.288 0.029 0.003
H 4.449227 -2.149109 3.082013 0.038 -0.048 -0.109 0.027
H -0.325598 -2.804539 1.488892 0.162 -0.313 0.238 0.050
H -1.895842 -0.869109 0.126229 0.370 0.267 1.873 0.037
H 3.331514 -0.645319 -0.503455 0.195 -0.051 0.240 0.001
H 0.203454 -4.237042 2.490096 -0.055 0.305 -0.535 0.004
H 4.187137 0.503445 0.534151 0.036 -0.391 0.434 0.025
H 4.969991 -1.029630 0.028428 -0.443 0.076 0.551 0.034
H 1.832495 -1.826983 4.093134 0.076 -0.446 -0.559 0.032
H 3.544705 -0.684921 3.510563 0.181 -0.166 -0.286 0.030
H 2.961400 -3.199941 3.832029 -0.646 0.240 -0.447 0.030
H 0.738671 -3.988003 0.748345 -0.097 -0.086 0.363 0.017
H 1.224284 -3.503518 4.073577 0.625 0.627 -0.417 0.002

24
Properties=species:S:1:pos:R:3:forces:R:3:lowdin_charge:R:1 method="wB97M-V/def2-TZVPD" total_energy_ha=-443.2921 orbital_gap_ev=9.08 molar_mass_g_mol=147.22 charge=0 fmax_ha_per_bohr=0.2016
N -1.448850 0.256435 -0.242830 -1.260 -5.581 -1.259 -0.114
C -2.705730 0.398859 0.390848 1.553 5.335 2.682 -0.294
C 2.122312 0.218771 -2.320333 9.272 0.716 -2.127 -0.104
C -2.493263 -1.701076 1.665626 6.178 -5.369 0.332 -0.065
C -3.084516 -0.731441 1.182601 -9.401 4.265 0.917 -0.262
C 3.391927 0.174317 -1.671589 -4.506 -0.502 4.209 -0.030
C 3.433365 0.126684 -0.201595 -2.284 0.313 -2.956 -0.052
C 0.996173 0.559081 -0.381169 0.778 -0.479 9.173 -0.214
C 1.065580 0.504690 -1.642195 -7.286 0.508 -5.563 -0.182
C 2.238360 0.334040 0.460394 -1.617 0.557 -5.861 0.002
C -0.363098 0.733157 0.371713 7.041 1.921 6.765 -0.302
H 4.271308 -0.102209 -2.061911 2.929 -0.564 -2.282 0.045
H -1.398235 -1.931735 1.401713 -1.134 0.767 0.344 0.095
H -3.340713 0.816027 -0.336836 -1.717 -0.155 -0.519 0.086
H 0.091345 0.584590 -2.288396 1.552 0.079 1.488 0.162
H 2.010134 0.269765 1.426319 -0.153 -0.320 4.049 0.034
H -0.110578 0.212158 1.661572 -0.696 0.529 -3.201 0.163
H -1.411631 -0.973106 -0.164089 0.790 4.438 -1.056 0.216
H -2.547927 1.448642 1.202649 -0.732 -3.015 -2.040 0.203
H -0.140291 1.827694 0.998867 -2.091 -2.158 -2.678 0.177
H -2.848802 -2.592670 2.087258 -1.159 -0.500 1.068 0.052
H -4.410846 -0.645049 1.645947 4.003 -0.163 -1.730 0.204
H 4.344477 -0.247150 0.155734 1.056 0.034 1.283 0.076
H 2.339500 0.459528 -3.340298 -1.118 -0.657 -1.037 0.103

25
Properties=species:S:1:pos:R:3:forces:R:3:lowdin_charge:R:1 method="wB97M-V/def2-TZVPD" total_energy_ha=-498.0052 orbital_gap_ev="5.85 / 5.85" molar_mass_g_mol=161.23 smiles="C=C=[N+]=CC1=CCC=C(C)N1C" charge=+1 fmax_ha_per_bohr=0.0196
N 0.092162 0.097228 0.335683 -0.276 0.257 -0.282 -0.077
N -2.457167 1.227520 -0.006100 0.600 0.345 0.209 0.181
C 1.352943 -1.909275 -0.328000 0.003 -0.118 0.088 -0.022
C 2.269547 1.860484 -0.340273 0.415 -0.027 0.007 -0.146
C 1.290942 -0.425866 -0.167610 0.898 0.254 -0.381 -0.279
C 0.909317 2.332927 -0.028095 -0.696 -0.075 0.046 0.068
C -4.071276 -0.526144 -0.727143 0.028 -0.232 -0.043 0.130
C -0.723738 -0.707342 1.218510 -0.096 -0.218 0.239 -0.031
C 2.303693 0.375891 -0.515000 -0.404 -0.293 0.094 -0.033
C -3.176185 0.329099 -0.345049 -0.836 -0.127 -0.209 -0.063
C -0.110251 1.464610 0.238800 0.580 -0.012 0.314 -0.200
C -1.440304 1.977164 0.233865 0.126 0.099 -0.316 0.052
H -1.624865 3.031885 0.372172 0.000 0.166 0.008 0.156
H 2.643693 2.367980 -1.238848 -0.083 0.056 0.100 0.132
H -5.085286 -0.219764 -0.917969 -0.178 0.260 0.050 0.096
H 0.399738 -2.307459 -0.674706 0.022 -0.061 -0.050 0.087
H 3.196239 -0.042962 -0.948591 0.028 -0.164 -0.076 0.117
H -1.265870 -0.067497 1.913923 0.032 -0.068 0.038 0.104
H -3.841772 -1.566137 -0.878513 0.236 -0.176 0.002 0.091
H 2.125047 -2.172407 -1.046148 -0.003 0.000 0.012 0.091
H 0.706955 3.391159 -0.094731 -0.191 0.127 0.007 0.130
H -1.441530 -1.325086 0.672200 0.011 -0.065 0.106 0.082
H 1.601379 -2.394831 0.616880 -0.046 -0.072 -0.001 0.092
H -0.084241 -1.365512 1.805617 -0.107 0.032 0.031 0.103
H 2.957794 2.174873 0.458777 -0.065 0.112 0.006 0.139